Entry 1:
Computed, not measured: a molecular structure, C46H50IrN8O2Si, with ωB97M-V/def2-TZVPD.

Energy relative to the best compared isomer or geometry (same formula, charge and spin), kcal per mole: 0.0
Spin multiplicity: 2
Calculated total energy, eV: -75244.5432
Net charge: 0
Lowest unoccupied orbital energy (alpha / beta), hartree: -0.020 / -0.020
Strongest force on any atom, eV/A: 1.5

Atoms and positions in Å:
Ir (0.463, -1.516, 1.423)
C (-3.237, 0.573, 2.634)
C (-3.545, -0.923, 2.424)
C (-2.709, -1.600, 1.321)
N (-1.464, -2.139, 1.867)
C (-1.482, -3.246, 2.581)
C (-2.634, -4.059, 2.764)
C (-2.879, -5.058, 3.672)
C (-2.101, -5.530, 4.734)
C (-0.791, -5.185, 4.987)
C (0.084, -4.412, 4.230)
C (-0.146, -3.681, 3.060)
N (0.837, -3.240, 2.280)
C (2.215, -3.687, 2.430)
C (3.043, -3.309, 1.195)
C (3.560, -1.874, 1.294)
N (2.449, -1.029, 1.716)
C (2.688, 0.185, 2.215)
C (3.919, 0.829, 2.044)
C (4.409, 2.017, 2.575)
C (3.844, 2.878, 3.490)
C (2.578, 2.747, 4.058)
C (1.577, 1.833, 3.829)
C (1.523, 0.703, 2.977)
N (0.447, -0.056, 2.848)
C (-0.825, 0.221, 3.510)
C (-1.757, 0.919, 2.508)
H (-3.786, 1.162, 1.895)
H (-3.616, 0.880, 3.614)
H (-3.369, -1.469, 3.354)
H (-4.607, -1.046, 2.199)
H (-3.297, -2.376, 0.826)
H (-2.435, -0.890, 0.540)
H (-3.441, -3.859, 2.072)
H (-3.852, -5.526, 3.567)
H (-2.563, -6.245, 5.401)
H (-0.352, -5.619, 5.879)
H (1.103, -4.368, 4.594)
H (2.661, -3.260, 3.339)
H (2.200, -4.776, 2.544)
H (3.872, -4.004, 1.063)
H (2.404, -3.399, 0.316)
H (4.345, -1.813, 2.060)
H (4.011, -1.565, 0.346)
H (4.594, 0.324, 1.366)
H (5.398, 2.291, 2.221)
H (4.433, 3.731, 3.798)
H (2.320, 3.508, 4.787)
H (0.679, 2.015, 4.400)
H (-1.229, -0.740, 3.824)
H (-0.717, 0.820, 4.413)
H (-1.608, 1.999, 2.575)
H (-1.422, 0.647, 1.505)
C (1.896, 1.837, -3.571)
Si (1.170, 0.439, -2.573)
C (2.526, -0.638, -1.889)
C (-0.049, -0.600, -3.529)
C (0.218, -0.981, -4.843)
C (-0.673, -1.765, -5.562)
C (-1.849, -2.196, -4.966)
C (-2.128, -1.836, -3.655)
C (-1.240, -1.040, -2.949)
H (1.592, 1.789, -4.615)
H (2.985, 1.836, -3.528)
H (1.547, 2.793, -3.180)
H (3.509, -0.324, -2.243)
H (2.372, -1.679, -2.166)
H (2.511, -0.584, -0.805)
H (1.134, -0.659, -5.325)
H (-0.448, -2.043, -6.584)
H (-2.541, -2.818, -5.518)
H (-3.037, -2.184, -3.182)
H (-1.465, -0.762, -1.927)
N (0.892, -6.741, -1.566)
C (0.424, -5.686, -1.551)
N (-0.149, -4.509, -1.607)
C (0.082, -3.496, -0.903)
N (0.202, -2.450, -0.378)
C (-0.476, 5.857, -2.510)
O (-1.186, 4.638, -2.515)
C (-1.156, 3.880, -3.645)
C (-0.611, 4.318, -4.845)
C (-0.684, 3.537, -5.991)
C (-1.311, 2.305, -5.940)
C (-1.835, 1.855, -4.740)
C (-1.756, 2.610, -3.573)
N (-2.366, 2.099, -2.419)
C (-2.258, 2.482, -1.102)
C (-1.042, 2.869, -0.450)
C (-1.074, 3.932, 0.469)
C (0.078, 4.463, 1.019)
C (1.314, 3.924, 0.677)
C (1.365, 2.803, -0.140)
C (0.206, 2.256, -0.672)
O (0.254, 1.063, -1.313)
H (-0.592, 6.262, -1.508)
H (-0.883, 6.562, -3.240)
H (0.587, 5.695, -2.712)
H (-0.136, 5.287, -4.893)
H (-0.257, 3.903, -6.915)
H (-1.391, 1.685, -6.822)
H (-2.306, 0.880, -4.692)
H (-3.083, 1.420, -2.625)
H (-3.193, 2.578, -0.563)
H (-2.036, 4.377, 0.694)
H (0.016, 5.305, 1.696)
H (2.229, 4.345, 1.069)
H (2.311, 2.320, -0.349)

---

Entry 2:
Computed, not measured: 7 unconnected molecules or ions with the total composition C39H68BClN2O22P2S, with ωB97M-V/def2-TZVPD.

SMILES: CC[C@H](Cl)c1c(B(O)OC)c([PH2]=S)c([PH2]=O)c2nc(C[C@H]3CO3)cnc12.CCOC(=O)OC.CCOC(=O)OC.CCOC(=O)OC.CCOC(=O)OC.CCOC(=O)OC.CCOC(=O)OC
Calculated total energy, eV: -132183.9616
Net charge: 0
Lowest unoccupied orbital energy, hartree: -0.036
Strongest force on any atom, eV/A: 3.6

Atoms and positions in Å:
C (7.446, 1.092, -0.350)
C (6.307, 0.064, -0.202)
C (4.879, 0.584, -0.630)
Cl (4.832, 2.338, -1.035)
C (3.861, 0.214, 0.436)
C (3.889, 0.765, 1.689)
B (4.990, 1.845, 2.149)
O (4.807, 3.197, 2.114)
O (6.210, 1.347, 2.566)
C (6.583, 1.818, 3.886)
C (2.913, 0.347, 2.667)
P (2.976, 1.059, 4.353)
S (4.105, -0.085, 5.471)
C (1.964, -0.602, 2.348)
P (0.699, -1.159, 3.581)
O (0.376, -2.604, 3.536)
C (1.929, -1.186, 1.051)
N (0.974, -2.142, 0.826)
C (1.061, -2.618, -0.381)
C (0.074, -3.713, -0.744)
C (-1.073, -2.951, -1.527)
C (-2.076, -2.233, -0.596)
O (-1.021, -1.554, -1.440)
C (1.988, -2.193, -1.383)
N (2.885, -1.280, -1.153)
C (2.872, -0.761, 0.122)
H (7.428, 1.823, 0.464)
H (7.496, 1.576, -1.330)
H (8.391, 0.538, -0.229)
H (6.264, -0.243, 0.848)
H (6.554, -0.813, -0.812)
H (4.662, 0.057, -1.560)
H (4.005, 3.433, 1.632)
H (6.831, 0.930, 4.474)
H (7.487, 2.440, 3.822)
H (5.785, 2.373, 4.388)
H (1.690, 1.090, 4.924)
H (3.495, 2.371, 4.353)
H (1.126, -0.860, 4.897)
H (-0.503, -0.419, 3.390)
H (0.492, -4.443, -1.444)
H (-0.395, -4.142, 0.142)
H (-1.469, -3.417, -2.434)
H (-1.722, -2.162, 0.432)
H (-2.873, -1.638, -1.030)
H (1.961, -2.647, -2.374)
C (4.541, 1.247, -8.815)
C (4.800, 2.637, -8.273)
O (3.946, 2.941, -7.162)
C (4.279, 2.363, -6.007)
O (5.222, 1.636, -5.823)
O (3.377, 2.716, -5.092)
C (3.560, 2.083, -3.820)
H (3.485, 1.124, -9.063)
H (5.138, 1.068, -9.710)
H (4.790, 0.483, -8.079)
H (4.570, 3.376, -9.040)
H (5.846, 2.772, -7.995)
H (4.563, 2.238, -3.449)
H (3.342, 1.017, -3.903)
H (2.854, 2.532, -3.126)
C (-6.149, -2.605, 3.483)
C (-7.231, -3.153, 2.575)
O (-7.712, -2.155, 1.661)
C (-6.908, -1.880, 0.635)
O (-5.844, -2.392, 0.409)
O (-7.480, -0.913, -0.089)
C (-6.675, -0.440, -1.172)
H (-6.497, -1.709, 4.001)
H (-5.858, -3.350, 4.224)
H (-5.262, -2.321, 2.917)
H (-8.091, -3.453, 3.172)
H (-6.892, -4.033, 2.029)
H (-6.357, -1.260, -1.814)
H (-5.811, 0.100, -0.786)
H (-7.288, 0.244, -1.754)
C (-2.573, -6.350, -8.438)
C (-3.266, -5.009, -8.308)
O (-2.949, -4.367, -7.065)
C (-1.738, -3.816, -6.995)
O (-0.913, -3.800, -7.870)
O (-1.591, -3.294, -5.774)
C (-0.293, -2.753, -5.526)
H (-2.802, -6.983, -7.579)
H (-2.893, -6.858, -9.348)
H (-1.490, -6.234, -8.473)
H (-4.345, -5.155, -8.305)
H (-3.030, -4.351, -9.145)
H (-0.012, -2.026, -6.285)
H (0.442, -3.557, -5.480)
H (-0.326, -2.254, -4.559)
C (-6.976, 0.380, 7.337)
C (-5.740, 1.256, 7.294)
O (-4.541, 0.488, 7.470)
C (-4.151, -0.218, 6.408)
O (-4.702, -0.253, 5.338)
O (-3.051, -0.894, 6.742)
C (-2.580, -1.776, 5.719)
H (-6.995, -0.208, 8.256)
H (-7.878, 0.990, 7.288)
H (-6.991, -0.323, 6.505)
H (-5.767, 1.965, 8.120)
H (-5.688, 1.834, 6.371)
H (-2.435, -1.247, 4.779)
H (-3.279, -2.601, 5.588)
H (-1.625, -2.180, 6.044)
C (10.903, 5.712, 8.017)
C (11.541, 4.467, 7.436)
O (10.889, 4.052, 6.227)
C (11.172, 4.776, 5.144)
O (11.918, 5.718, 5.094)
O (10.465, 4.284, 4.124)
C (10.593, 5.034, 2.914)
H (9.832, 5.560, 8.159)
H (11.356, 5.962, 8.976)
H (11.022, 6.565, 7.350)
H (11.432, 3.640, 8.136)
H (12.609, 4.607, 7.261)
H (11.638, 5.153, 2.633)
H (10.115, 6.007, 3.025)
H (10.080, 4.477, 2.134)
C (-12.182, -0.348, -5.152)
C (-12.371, 1.036, -4.565)
O (-12.380, 1.007, -3.131)
C (-11.189, 0.858, -2.551)
O (-10.130, 0.761, -3.119)
O (-11.372, 0.819, -1.232)
C (-10.175, 0.561, -0.492)
H (-12.934, -1.034, -4.759)
H (-12.263, -0.317, -6.239)
H (-11.206, -0.758, -4.892)
H (-13.341, 1.430, -4.864)
H (-11.612, 1.732, -4.925)
H (-9.391, 1.270, -0.750)
H (-9.840, -0.458, -0.669)
H (-10.413, 0.672, 0.563)

---

Entry 3:
Computed, not measured: 3 unconnected molecules or ions with the total composition H3O2PS, with ωB97M-V/def2-TZVPD.

Energy relative to the best compared isomer or geometry (same formula, charge and spin), kcal per mole: 48.9
Calculated total energy, eV: -24267.2584
Net charge: 0
Lowest unoccupied orbital energy, hartree: -0.066
Strongest force on any atom, eV/A: 3.9

Atoms and positions in Å:
O (-1.852, 0.942, -1.600)
O (-0.283, -0.949, -1.491)
P (-0.840, 0.372, -0.694)
S (0.480, 1.174, 0.464)
H (1.896, -0.562, 2.955)
H (-0.938, -1.128, -2.150)
H (1.537, 0.151, 2.515)

---

Entry 4:
Computed, not measured: a molecular structure, C12H37O9, with ωB97M-V/def2-TZVPD.

Energy relative to the best compared isomer or geometry (same formula, charge and spin), kcal per mole: 72.4
Calculated total energy, eV: -31453.6520
Net charge: +1
Lowest unoccupied orbital energy, hartree: -0.092
Strongest force on any atom, eV/A: 11.6

Atoms and positions in Å:
O (35.887, 9.429, 35.074)
H (36.570, 10.059, 34.784)
H (34.920, 9.971, 35.012)
H (35.740, 8.661, 34.448)
C (37.642, 13.281, 35.202)
C (37.697, 12.069, 34.256)
O (38.053, 10.944, 35.016)
O (37.451, 14.453, 34.388)
H (38.398, 13.470, 36.088)
H (36.645, 13.238, 35.927)
H (38.426, 12.199, 33.573)
H (36.796, 11.761, 33.874)
H (38.896, 10.762, 35.010)
H (37.678, 15.101, 34.846)
C (37.881, 9.317, 31.354)
C (39.293, 8.681, 31.872)
O (39.967, 8.047, 30.910)
O (37.023, 9.815, 32.398)
H (37.355, 8.471, 30.694)
H (37.992, 9.942, 30.455)
H (39.159, 7.967, 32.465)
H (40.104, 9.400, 32.445)
H (40.930, 8.399, 30.999)
H (36.769, 10.672, 31.966)
C (33.054, 10.860, 33.931)
C (32.378, 10.253, 35.069)
O (33.210, 9.276, 35.750)
O (34.209, 11.583, 34.523)
H (32.109, 11.632, 33.352)
H (33.441, 10.004, 33.366)
H (31.422, 9.914, 34.915)
H (31.816, 10.728, 35.819)
H (32.802, 9.066, 36.541)
H (33.923, 12.624, 34.287)
C (35.010, 5.612, 33.862)
C (34.201, 6.612, 32.994)
C (32.752, 6.710, 33.422)
O (34.883, 7.909, 33.063)
H (36.012, 5.445, 33.592)
H (34.584, 4.674, 34.049)
H (35.107, 6.112, 34.866)
H (34.332, 6.146, 32.134)
H (32.207, 5.788, 33.025)
H (32.292, 7.464, 32.675)
H (32.329, 6.865, 34.360)
H (34.966, 8.006, 32.186)
C (36.902, 10.590, 39.226)
C (35.476, 10.415, 39.149)
C (34.861, 11.322, 38.069)
O (35.217, 9.078, 38.768)
H (37.176, 11.528, 39.806)
H (37.244, 10.489, 38.278)
H (37.621, 9.941, 39.822)
H (34.789, 10.125, 40.025)
H (33.914, 10.973, 37.675)
H (35.258, 11.318, 37.121)
H (34.730, 12.299, 38.358)
H (34.254, 8.944, 38.775)

---

Entry 5:
Computed, not measured: a single C2H5ClN2S molecule, with ωB97M-V/def2-TZVPD.

Energy relative to the best compared isomer or geometry (same formula, charge and spin), kcal per mole: 5.1
SMILES: NNC(=S)CCl
Calculated total energy, eV: -28492.2870
Net charge: 0
Lowest unoccupied orbital energy, hartree: 0.027
Strongest force on any atom, eV/A: 2.1

Atoms and positions in Å:
N (-1.539, 1.906, 0.008)
N (-0.381, 1.096, 0.028)
C (-0.429, -0.224, 0.031)
S (-1.785, -1.127, -0.016)
C (0.926, -0.920, 0.019)
Cl (2.389, 0.123, -0.009)
H (-2.132, 1.574, 0.782)
H (-2.056, 1.678, -0.833)
H (0.500, 1.568, -0.166)
H (1.045, -1.454, 0.895)
H (1.049, -1.580, -0.809)

---

Entry 6:
Computed, not measured: a molecular structure, C20H15N5OS3Zr, with ωB97M-V/def2-TZVPD.

Energy relative to the best compared isomer or geometry (same formula, charge and spin), kcal per mole: 1.8
Calculated total energy, eV: -64271.9663
Net charge: 0
Lowest unoccupied orbital energy, hartree: -0.044
Strongest force on any atom, eV/A: 0.8

Atoms and positions in Å:
Zr (-0.109, -0.027, -0.047)
N (2.270, -0.503, -4.015)
C (1.835, -0.355, -2.740)
S (0.343, 0.546, -2.549)
N (2.539, -0.910, -1.803)
N (2.000, -0.687, -0.536)
C (2.784, -1.078, 0.412)
C (2.583, -0.955, 1.842)
C (3.455, -1.668, 2.679)
C (3.347, -1.592, 4.049)
C (2.367, -0.772, 4.612)
C (1.509, -0.043, 3.814)
C (1.608, -0.135, 2.428)
O (0.767, 0.560, 1.652)
H (1.680, -0.241, -4.781)
H (3.038, -1.131, -4.179)
H (3.707, -1.555, 0.086)
H (4.214, -2.295, 2.226)
H (4.013, -2.162, 4.682)
H (2.276, -0.706, 5.689)
H (0.743, 0.592, 4.239)
S (-0.568, -2.288, 0.916)
C (-2.228, -2.740, 0.535)
C (-2.675, -4.006, 0.913)
C (-3.982, -4.391, 0.675)
C (-4.860, -3.506, 0.057)
C (-4.422, -2.253, -0.329)
C (-3.104, -1.856, -0.100)
S (-2.582, -0.255, -0.619)
H (-1.984, -4.683, 1.397)
H (-4.314, -5.376, 0.974)
H (-5.886, -3.794, -0.129)
H (-5.101, -1.566, -0.816)
N (-2.026, 7.374, 1.137)
C (-1.770, 6.276, 0.920)
C (-1.448, 4.893, 0.647)
C (-2.183, 3.875, 1.240)
C (-1.845, 2.568, 0.945)
N (-0.840, 2.254, 0.118)
C (-0.136, 3.242, -0.443)
C (-0.404, 4.577, -0.209)
H (-3.004, 4.083, 1.910)
H (-2.402, 1.739, 1.362)
H (0.661, 2.941, -1.112)
H (0.187, 5.343, -0.689)

---

Entry 7:
Computed, not measured: a molecular structure, C30H34InN5O4Si, with ωB97M-V/def2-TZVPD.

Calculated total energy, eV: -60339.0305
Net charge: +2
Lowest unoccupied orbital energy, hartree: -0.254
Strongest force on any atom, eV/A: 1.4

Atoms and positions in Å:
In (0.381, 1.015, 0.887)
C (-0.919, 0.398, -2.665)
C (0.606, 0.395, -2.805)
N (1.269, 1.275, -1.844)
C (1.248, 2.683, -2.234)
C (0.078, 3.480, -1.720)
C (-0.455, 4.488, -2.519)
C (-1.458, 5.291, -2.006)
C (-1.912, 5.045, -0.720)
C (-1.335, 4.010, 0.005)
C (-1.791, 3.713, 1.409)
N (-2.095, 2.296, 1.593)
C (-3.273, 1.845, 0.858)
C (-2.932, 1.402, -0.571)
N (-1.318, -0.267, -1.435)
N (-0.352, 3.260, -0.485)
H (-1.359, -0.122, -3.519)
H (-1.279, 1.426, -2.676)
H (0.856, 0.677, -3.840)
H (0.961, -0.623, -2.626)
H (2.246, 0.995, -1.810)
H (1.279, 2.788, -3.329)
H (2.141, 3.170, -1.829)
H (-0.083, 4.644, -3.520)
H (-1.878, 6.090, -2.592)
H (-2.690, 5.651, -0.284)
H (-2.661, 4.347, 1.645)
H (-0.970, 3.965, 2.093)
H (-2.276, 2.151, 2.583)
H (-4.047, 2.622, 0.811)
H (-3.679, 0.978, 1.382)
H (-2.710, 2.260, -1.214)
H (-3.784, 0.855, -0.989)
H (-1.338, -2.219, -2.053)
O (-1.630, -1.538, 4.299)
C (-1.127, -1.460, 3.086)
O (-0.063, -0.922, 2.843)
C (-1.992, -2.050, 2.032)
C (-3.101, -2.840, 2.314)
C (-3.864, -3.289, 1.244)
C (-3.543, -2.865, -0.034)
C (-2.423, -2.052, -0.210)
N (-1.642, -1.699, 0.795)
C (-2.047, -1.519, -1.583)
O (-3.120, -1.489, -2.477)
O (-1.786, 0.577, -0.416)
H (-1.058, -1.112, 4.960)
H (-3.350, -3.092, 3.331)
H (-4.707, -3.940, 1.404)
H (-4.132, -3.162, -0.886)
H (-3.901, -1.073, -2.097)
C (4.608, -1.701, -3.218)
C (3.522, -2.566, -3.206)
C (2.680, -2.604, -2.110)
C (2.917, -1.784, -0.995)
C (3.996, -0.891, -1.040)
C (4.828, -0.849, -2.144)
Si (1.867, -2.068, 0.531)
C (2.551, -2.048, 2.268)
C (3.438, -1.071, 2.737)
C (3.875, -1.096, 4.047)
C (3.435, -2.086, 4.913)
C (2.560, -3.064, 4.461)
C (2.119, -3.047, 3.153)
H (5.281, -1.693, -4.061)
H (3.337, -3.211, -4.050)
H (1.842, -3.287, -2.105)
H (4.186, -0.232, -0.204)
H (5.657, -0.158, -2.168)
H (0.551, -2.632, 0.251)
H (3.783, -0.287, 2.077)
H (4.558, -0.339, 4.400)
H (3.767, -2.094, 5.939)
H (2.218, -3.836, 5.134)
H (1.438, -3.812, 2.807)